(1)
C30H24BaF3N6O2S2 | ωB97M-V/def2-TZVPD

Geometry (Å):
Ba -0.60814 -0.11669 0.64974
N -2.62516 4.07544 1.71460
C -2.49833 2.93685 0.97326
S -3.28398 1.53734 1.53957
N -1.78983 3.12146 -0.14068
N -1.53463 2.01938 -0.83909
C -0.91188 2.16382 -1.95573
C -0.50279 1.00612 -2.72966
C 0.23411 1.16890 -3.91074
C 0.64679 0.05477 -4.61138
C 0.31150 -1.20839 -4.13647
C -0.41035 -1.28292 -2.95682
N -0.80283 -0.21835 -2.26753
H -2.92606 3.94091 2.66363
H -1.96449 4.81294 1.52795
H -0.65461 3.15591 -2.32701
H 0.48469 2.16694 -4.24702
H 1.23223 0.16246 -5.51640
H 0.62168 -2.10587 -4.65312
H -0.66678 -2.24623 -2.52483
C -3.87717 -1.13552 -0.96388
C -3.62284 -2.36622 -0.14349
C -4.69429 -3.23839 0.15868
C -4.46164 -4.34865 0.90921
C -3.15301 -4.64355 1.35205
C -2.86766 -5.79782 2.10528
C -1.57425 -6.04437 2.48320
C -0.54534 -5.17128 2.11411
C -0.76516 -4.01706 1.36908
S 0.58541 -3.02609 0.92227
C -2.12256 -3.72717 0.99221
N -2.39863 -2.59867 0.28000
H -4.72641 -1.28662 -1.63119
H -2.99603 -0.87356 -1.54708
H -4.09818 -0.28576 -0.31300
H -5.68703 -3.00478 -0.20497
H -5.26517 -5.03011 1.16755
H -3.67573 -6.47005 2.36957
H -1.33652 -6.92634 3.06678
H 0.47400 -5.38744 2.40491
F 4.71725 0.27066 -5.01441
C 5.20143 -0.19192 -3.83915
F 6.21333 0.62914 -3.49495
F 5.73908 -1.39853 -4.09070
C 4.13163 -0.24176 -2.78763
C 3.57717 -1.44560 -2.38988
C 2.54507 -1.41312 -1.46184
N 2.07716 -0.28158 -0.94139
C 2.63309 0.87201 -1.31171
C 3.66291 0.94073 -2.23892
H 3.92846 -2.38440 -2.79267
H 2.06717 -2.32624 -1.12181
H 2.23693 1.76031 -0.83444
H 4.08427 1.89587 -2.52151
O 1.21863 2.28237 0.93460
C 0.85033 2.17752 2.12307
O 0.13286 1.24515 2.57854
C 1.30228 3.23114 3.11812
C 2.12999 4.27434 2.72545
C 2.53349 5.23327 3.64308
C 2.10754 5.15716 4.96270
C 1.27514 4.11820 5.35964
C 0.87497 3.16035 4.43975
H 2.44795 4.32042 1.69185
H 3.18079 6.04422 3.33118
H 2.42334 5.90614 5.67895
H 0.93908 4.05588 6.38753
H 0.22574 2.34293 4.72301

Values from the calculation:
E_HOMO ... -4.26 eV
Energy relative to the best compared isomer or geometry (same formula, charge and spin) ... 32.7 kJ/mol
Kohn-Sham gap ... 6.52 eV
LUMO energy ... 2.26 eV
2S+1 ... 1
Net charge ... -1



(2)
C30H24CeClNO3PS | ωB97M-V/def2-TZVPD

Geometry (Å):
C -0.95448 -1.89467 2.17041
C -0.80094 -2.50447 0.87879
C 0.60918 -2.66426 0.61907
H -1.60816 -2.70025 0.18906
C 1.33871 -2.15527 1.74570
C 0.37593 -1.67318 2.71083
H 0.62609 -1.14566 3.63351
H -1.87865 -1.45161 2.55213
H 1.05704 -3.08767 -0.26436
H 2.41451 -2.05699 1.84167
Ce 0.16309 0.00508 0.89336
Cl 2.48802 1.07452 0.78815
P 0.23897 -0.11380 -1.91472
C 1.50437 -1.19125 -2.54108
C 1.15621 -1.90540 -3.69482
H 0.12816 -1.85250 -4.07414
C 2.15801 -2.63445 -4.32017
H 1.89450 -3.17534 -5.22350
C 3.45437 -2.64921 -3.79300
H 4.22291 -3.22650 -4.30222
C 3.77567 -1.93463 -2.63044
H 4.78798 -1.94226 -2.23056
C 2.79688 -1.19883 -1.97584
H 3.01012 -0.61855 -1.06825
C -1.41217 -0.59631 -2.40963
C -1.83926 -1.93523 -2.28076
H -1.17814 -2.69525 -1.84222
C -3.11222 -2.26286 -2.73541
H -3.44826 -3.29760 -2.66799
C -3.93802 -1.27000 -3.28521
H -4.92917 -1.53132 -3.65125
C -3.50841 0.06101 -3.37140
H -4.13833 0.84164 -3.79529
C -2.24743 0.41670 -2.91215
H -1.86937 1.44502 -2.96155
C 0.56545 1.59659 -2.36622
C 1.09218 1.68737 -3.65984
H 1.32545 0.75988 -4.20473
C 1.28429 2.95416 -4.18928
H 1.68048 3.01139 -5.19959
C 0.97212 4.08510 -3.42615
H 1.13340 5.06550 -3.86631
C 0.46521 3.97328 -2.12428
H 0.22926 4.86208 -1.54152
C 0.24702 2.71662 -1.56006
H -0.14389 2.60534 -0.53072
O 1.46950 3.79146 4.70395
S 1.40412 2.35605 4.55167
O 2.60190 1.59595 4.72071
N 0.66825 1.94797 3.09039
C -0.49517 1.40998 3.25293
O -1.23792 1.07240 2.20032
C -0.97224 1.17244 4.59617
C -2.14858 0.49177 4.94480
C -2.39115 0.29759 6.30077
C -1.45194 0.75519 7.24832
C -0.26015 1.41255 6.83419
C -0.01021 1.62910 5.47581
H -2.83008 0.15550 4.16210
H -3.30903 -0.21067 6.61280
H -1.67163 0.58130 8.31278
H 0.44560 1.74548 7.58424

Values from the calculation:
E_HOMO (spin up / spin down) ... -7.96 / -8.32 eV
Kohn-Sham gap (spin up / spin down) ... 7.96 / 8.33 eV
<S²> ... 0.751
LUMO energy (spin up / spin down) ... 0.00 / 0.01 eV
2S+1 ... 2
Net charge ... 0



(3)
C30H24Cl2N4O6Tm | ωB97M-V/def2-TZVPD

Geometry (Å):
Tm 0.56291 0.47353 0.71531
Cl -3.97069 5.49528 2.42964
C -2.78757 4.62059 1.49924
C -1.83086 3.87530 2.17644
C -0.87270 3.15977 1.47227
N 0.10027 2.32517 2.03815
C 0.58691 2.50501 3.26007
O 0.29307 3.33752 4.12262
C 1.70832 1.51904 3.58354
C 2.09233 1.37528 4.90972
C 3.09458 0.47721 5.22260
C 3.68962 -0.24847 4.19987
C 3.24115 -0.04716 2.90715
N 2.27440 0.81552 2.59418
C -0.87292 3.20174 0.05034
C -1.83490 3.95977 -0.60785
C -2.78909 4.66129 0.11705
Cl -3.97562 5.59043 -0.75493
N 0.10835 2.41524 -0.54813
C 0.49284 2.52933 -1.81217
O 0.11531 3.29135 -2.70718
C 1.61427 1.54780 -2.14102
C 1.83151 1.19070 -3.46694
C 2.85902 0.31830 -3.76396
C 3.65750 -0.15541 -2.73040
C 3.35589 0.23526 -1.44063
N 2.35185 1.06027 -1.13595
H -1.82195 3.86132 3.25485
H 1.58557 1.97846 5.64899
H 3.40632 0.33518 6.24998
H 4.47446 -0.96606 4.39492
H 3.66608 -0.61097 2.08350
H -1.82514 4.00992 -1.68523
H 1.18806 1.62080 -4.22103
H 3.04082 0.00817 -4.78557
H 4.48012 -0.83271 -2.91456
H 3.93240 -0.14162 -0.60345
C -2.37248 -2.14459 1.49300
C -1.80393 -1.26110 2.60199
C -2.53435 0.08076 2.61841
C -0.28685 -1.06027 2.44894
H -3.43636 -2.35022 1.64902
H -1.84443 -3.10097 1.44588
H -2.26616 -1.65551 0.52154
H -2.03699 -1.76271 3.55575
H -2.43147 0.59005 1.65174
H -2.12462 0.74860 3.37994
H -3.60641 -0.03758 2.80652
H 0.17218 -2.05582 2.32035
H 0.09047 -0.70073 3.42113
O -0.67411 -0.38208 -0.93283
C 0.14541 -1.32657 -1.13636
O 1.20292 -1.44055 -0.45633
C -0.14733 -2.30977 -2.22137
C 0.77224 -3.30611 -2.51356
C 0.53599 -4.23566 -3.52874
C -0.64944 -4.11103 -4.20982
O -1.11082 -4.87602 -5.25053
C -2.43664 -4.41506 -5.50806
O -2.64139 -3.21863 -4.77140
C -1.56688 -3.11619 -3.91774
C -1.34983 -2.19308 -2.93167
H 1.68100 -3.34665 -1.92939
H 1.24386 -5.01634 -3.76953
H -3.15300 -5.17618 -5.17950
H -2.54379 -4.20829 -6.57305
H -2.04924 -1.40386 -2.69577

Values from the calculation:
E_HOMO (spin up / spin down) ... -4.48 / -4.49 eV
Energy relative to the best compared isomer or geometry (same formula, charge and spin) ... 44.5 kJ/mol
Kohn-Sham gap (spin up / spin down) ... 6.73 / 6.75 eV
<S²> ... 2.002
LUMO energy (spin up / spin down) ... 2.25 / 2.25 eV
2S+1 ... 3
Net charge ... -1



(4)
C30H24LuN2O3PSSe | ωB97M-V/def2-TZVPD

Geometry (Å):
Lu 1.00344 1.46168 0.99257
C 2.61244 4.08118 2.00717
C 3.44974 2.98318 2.19487
C 3.82154 2.19028 1.10627
C 3.34514 2.50178 -0.17813
C 2.46354 3.58158 -0.35403
C 2.11014 4.37708 0.74277
H 2.40414 4.73968 2.83847
H 3.87374 2.79198 3.17247
H 4.58044 1.42458 1.22157
H 3.78764 2.02058 -1.04553
H 2.19034 3.90418 -1.35463
H 1.51824 5.27138 0.59307
O 0.92444 1.92378 3.01157
S -0.43936 2.52168 2.80317
O -1.22386 1.02988 2.68417
O -0.38726 2.89158 1.33177
C -2.45316 1.16818 2.06157
C -3.48996 1.87838 2.63617
C -4.67966 2.00548 1.93637
C -4.82956 1.43018 0.68367
C -3.78766 0.72418 0.10617
C -2.58376 0.59578 0.79237
P -1.05006 -0.13472 0.11537
C -1.40276 -0.22922 -1.66043
C -0.87166 0.80588 -2.42843
C -1.08116 0.82998 -3.79363
C -1.84066 -0.16722 -4.38903
C -2.39616 -1.17962 -3.62233
C -2.18076 -1.21832 -2.25503
C -1.02546 -1.85832 0.73247
C -1.35906 -2.11882 2.06287
C -1.30136 -3.41262 2.55337
C -0.87806 -4.44832 1.73437
C -0.50546 -4.18762 0.42427
C -0.56916 -2.89832 -0.07823
H -3.36556 2.31298 3.61387
H -5.48926 2.57018 2.36757
H -5.76536 1.53598 0.15557
H -3.91016 0.28918 -0.87353
H -0.30696 1.60048 -1.92033
H -0.65926 1.61948 -4.39333
H -2.00666 -0.15082 -5.45433
H -3.00306 -1.93962 -4.08943
H -2.61026 -2.00772 -1.65363
H -1.67586 -1.31262 2.70837
H -1.59186 -3.61022 3.57407
H -0.83216 -5.45622 2.11767
H -0.16566 -4.99362 -0.20893
H -0.27406 -2.70712 -1.10123
Se 2.10384 -1.91292 2.17957
N 1.99604 -0.63742 0.92157
C 2.27944 -1.21292 -0.27093
C 2.25034 -0.57482 -1.52323
C 2.65024 -1.27982 -2.62913
C 3.07074 -2.62352 -2.53393
C 3.04184 -3.29572 -1.34353
C 2.63114 -2.60372 -0.18563
N 2.56174 -3.10882 1.04437
H 1.92134 0.46298 -1.60023
H 2.64644 -0.79922 -3.59573
H 3.41264 -3.11902 -3.42893
H 3.34144 -4.32612 -1.25593

Values from the calculation:
E_HOMO ... -14.42 eV
Energy relative to the best compared isomer or geometry (same formula, charge and spin) ... 112.8 kJ/mol
Kohn-Sham gap ... 7.55 eV
LUMO energy ... -6.88 eV
2S+1 ... 1
Net charge ... +2



> What is the formula in the first record?

C30H24BaF3N6O2S2



> What is the net charge in the first record?

-1



> Among the records above, which one has the highest net charge?

C30H24LuN2O3PSSe